Here is a cluster of 2 separate species, C4H4O3S in total in a non-equilibrium geometry from the Open Molecules 2025 dataset. Energies are from ωB97M-V with the def2-TZVPD basis set.

Gap between HOMO and LUMO (alpha / beta)   4.73 / 4.54 eV
LUMO energy (alpha / beta)   0.208 / 0.212 hartree
Charge   -2
Largest force on an atom   3.90 eV/A
HOMO (alpha / beta)   0.9 / 1.2 eV

The geometry in XYZ format:
```
12
Properties=species:S:1:pos:R:3:forces:R:3:nbo_charge:R:1
C -0.420142 -2.275116 0.096249 -0.231 0.419 -1.293 0.6917
C 2.610127 -1.024120 0.003112 -1.151 -2.463 -2.801 0.3291
C -0.259203 0.268228 -0.362669 -0.770 -1.905 1.085 -0.6931
C 0.233703 -1.166412 -0.622465 1.815 2.272 0.221 -0.3265
O -0.833518 -1.981232 1.215291 -0.947 -0.173 2.566 -0.8090
O -0.605679 -3.336879 -0.548081 0.100 -0.885 -0.162 -0.8230
O 3.165020 -1.981254 -0.517554 -0.799 1.078 1.255 -0.6619
S 3.092303 0.464732 0.475403 0.357 1.353 0.876 -0.4613
H -0.296614 0.123572 0.695756 -0.317 0.744 1.211 0.2530
H 0.356193 1.098095 -0.534497 1.568 0.812 -0.627 0.1940
H -1.272605 0.630815 -0.617772 -0.149 -0.787 -0.480 0.1486
H 0.523261 -1.404147 -1.590241 0.524 -0.465 -1.850 0.1584
```
Positions in Å, forces in eV/Å.